Below is an isolated molecule of C3H5N3, with properties calculated with the ωB97M-V functional and the def2-TZVPD basis.

Computed properties:
Frontier orbital gap (spin up / spin down)   8.4 / 8.4 eV
LUMO energy (spin up / spin down)   0.44 / 0.45 eV
Total charge   0
HOMO (spin up / spin down)   -0.29102 / -0.29102 Eh
Largest force on an atom   0.43 eV Å⁻¹
Relative energy (zero: lowest compared OMol25 entry of this formula, charge and spin)   58.6 kcal per mole

CARTESIAN COORDINATES (ANGSTROEM)
N -1.953 -0.503 -0.483
C -0.734 -0.214 -0.225
C 0.510 -0.957 -0.158
N 1.465 -0.046 0.052
N 1.167 1.194 0.232
C -0.286 1.154 0.271
H -0.552 1.106 1.338
H -2.073 -1.508 -0.606
H 0.753 -1.993 -0.344
H 2.458 -0.276 0.082
H -0.755 2.040 -0.158

Force components x, y, z for each atom (eV/Å):
0.39 -0.12 0.13
-0.21 0.09 0.18
-0.09 -0.13 -0.05
0.31 0.02 0.03
-0.07 -0.21 0.00
-0.09 0.11 -0.01
-0.06 0.20 0.06
0.04 0.06 -0.15
-0.05 0.19 -0.04
-0.25 -0.01 -0.08
0.07 -0.21 -0.05